Below is a cluster of 2 separate species, C4H10N3S in total in a non-equilibrium geometry, with properties calculated with ωB97M-V/def2-TZVPD.

Last column: Löwdin charge in e.
Atoms and positions in Å:
C -0.32538 1.72072 -0.15214  -0.4597
C 0.01521 -2.38608 0.14874  -0.0628
C 0.41467 -1.34961 1.20014  -0.0834
C -0.28889 -0.90337 -0.04159  -0.4205
N -1.44952 2.32114 -0.34750  0.0388
N 0.18250 -0.21384 -1.10557  -0.0048
N 1.40535 -0.20304 -1.55663  0.1468
S 0.52213 2.18467 1.40782  0.7870
H 0.82726 -2.67091 -0.60157  0.1213
H -0.79527 -3.23860 0.14170  0.1548
H -0.21639 -1.28568 2.01432  0.0803
H 1.56032 -1.39532 1.33812  0.1507
H -1.38546 -0.61820 -0.00009  0.1691
H -1.85887 2.21155 -1.27361  0.1286
H -1.78703 3.06382 0.33870  0.1392
H 2.19818 -0.43387 -0.99522  0.1296
H -0.53075 2.82945 1.86300  -0.1576
H 1.51195 0.36716 -2.37860  0.1428

Computed properties:
energy relative to the best compared isomer or geometry (same formula, charge and spin)	125.14	kcal/mol
spin multiplicity	1
charge	+1
orbital gap (alpha / beta)	8.202 / 8.203	eV
E_HOMO (alpha / beta)	-0.474 / -0.474	Eh

Below is a structure of composition C2H5ClIN in a non-equilibrium geometry, with properties calculated with ωB97M-V/def2-TZVPD.

Last column: Löwdin charge in e.
Atoms and positions in Å:
C -0.74934 0.97039 1.10483  -0.2098
C 0.25052 0.52806 0.06622  -1.0316
N 0.93750 -2.36479 -1.87573  -0.6805
Cl 1.84655 1.02030 0.41524  0.5669
I 0.42391 -1.83696 -0.13374  1.2431
H -0.92717 0.11910 1.79602  0.0625
H -1.65991 1.22142 0.45481  0.1063
H -0.27073 1.80561 1.60918  0.0538
H -0.06181 0.89504 -0.85607  0.0144
H 0.21049 -2.35819 -2.58077  -0.1251

Computed properties:
energy relative to the best compared isomer or geometry (same formula, charge and spin)	66.63	kcal/mol
spin multiplicity	1
charge	0
orbital gap (alpha / beta)	8.056 / 8.054	eV
E_HOMO (alpha / beta)	-0.304 / -0.304	Eh

Below is a structure of composition C43H49N4O2W, with properties calculated with ωB97M-V/def2-TZVPD.

Last column: Löwdin charge in e.
Atoms and positions in Å:
W 0.28563 0.33947 0.45462  1.6989
C 1.69169 2.22279 0.66260  -0.2687
C 1.16745 1.93143 1.96397  -0.2792
C 1.77571 0.71565 2.38627  -0.2562
C 2.58901 0.22073 1.34269  -0.2437
C 2.49955 1.11749 0.23417  -0.2789
C 3.42072 1.15591 -0.94309  0.0079
C 3.54926 -0.90473 1.50381  0.0215
C 1.77899 0.17681 3.77423  0.0194
C 0.50567 2.91451 2.87556  0.0120
C 1.85963 3.60531 0.11934  0.0219
H 2.93446 1.54609 -1.83720  0.0826
H 3.83585 0.17792 -1.17426  0.0834
H 4.25089 1.82657 -0.70345  0.1211
H 3.13370 -1.72667 2.08944  0.0959
H 4.41052 -0.52646 2.06260  0.1288
H 3.91942 -1.28154 0.55598  0.0789
H 1.68248 -0.90828 3.81568  0.0914
H 1.01668 0.63492 4.40002  0.0916
H 2.74813 0.42222 4.21763  0.1287
H -0.17686 2.44313 3.58178  0.0829
H -0.03572 3.67726 2.32383  0.0722
H 1.27772 3.41953 3.46204  0.1236
H 1.98532 3.63023 -0.95975  0.0816
H 2.79473 3.96980 0.55980  0.1324
H 1.06820 4.28886 0.41356  0.0833
O 4.41276 -2.21319 -5.54225  0.1579
C 3.94483 -3.11519 -4.66733  -0.4763
O 3.98957 -4.28747 -4.87423  0.1812
C 3.29615 -2.59692 -3.40445  -0.0950
C 2.46069 -1.48851 -3.38880  0.0154
C 1.77173 -1.15902 -2.22985  -0.0683
C 1.92427 -1.92768 -1.08787  -0.2906
C 2.80273 -3.00958 -1.08380  -0.0122
C 3.46853 -3.35088 -2.24528  0.0423
N 1.13076 -1.61023 0.06970  -0.0294
C 0.78085 -2.54882 0.86851  -0.0472
C 0.01301 -2.19765 2.05039  -0.2432
C -0.32644 -3.12047 3.01455  0.0411
C -1.07103 -2.69203 4.10872  0.0258
C -1.45281 -1.36520 4.17608  0.0137
C -1.08479 -0.49830 3.15862  -0.1074
N -0.36069 -0.89478 2.11075  -0.0396
H 4.46034 -1.32771 -5.16628  0.1170
H 2.30352 -0.90638 -4.29086  0.1372
H 1.08540 -0.32418 -2.24039  0.0878
H 2.98675 -3.58651 -0.18388  0.1286
H 4.12245 -4.21426 -2.27273  0.1462
H 1.06682 -3.58222 0.70301  0.1568
H -0.01552 -4.15294 2.91074  0.1465
H -1.34567 -3.38640 4.89319  0.1424
H -2.03667 -0.98863 5.00689  0.1400
H -1.37469 0.54266 3.17223  0.1146
C -0.69514 -3.43959 -1.87794  -0.0048
C -1.49208 -3.37089 -0.60131  -0.2265
C -1.92252 -4.56408 -0.01734  -0.0117
C -2.82575 -4.56783 1.03042  -0.0266
C -3.37182 -3.37187 1.47480  -0.0177
C -2.96470 -2.15494 0.94157  -0.2073
C -3.70973 -0.90637 1.35666  -0.0145
C -1.95529 -2.17818 -0.03746  -0.2177
N -1.47215 -0.86457 -0.47615  0.0588
C -2.23351 -0.24572 -1.29889  -0.2262
C -3.35071 -0.83980 -2.07795  0.0425
C -2.00893 1.24523 -1.36416  -0.2079
C -2.92206 2.03394 -2.22829  0.0448
N -1.09752 1.70713 -0.58026  0.0271
C -1.00419 3.17047 -0.60222  -0.2478
C -0.36864 3.78860 -1.67755  -0.2651
C 0.32193 3.01851 -2.77417  -0.0182
C -0.39414 5.17845 -1.71630  -0.0141
C -1.02727 5.90791 -0.72089  -0.0188
C -1.67176 5.25763 0.32071  -0.0074
C -1.69530 3.86684 0.38806  -0.2329
C -2.53317 3.16636 1.42586  -0.0242
H 0.24746 -3.97754 -1.75438  0.0938
H -0.47665 -2.46278 -2.29617  0.0639
H -1.27649 -3.99306 -2.61897  0.1131
H -1.57341 -5.50386 -0.43379  0.1374
H -3.15530 -5.50706 1.45808  0.1289
H -4.15044 -3.38126 2.23070  0.1354
H -3.98596 -0.95000 2.40907  0.0939
H -4.64804 -0.83593 0.79854  0.1035
H -3.16059 0.01938 1.19446  0.0525
H -3.34301 -1.92207 -2.04767  0.1047
H -3.29616 -0.49869 -3.11533  0.1181
H -4.30961 -0.48843 -1.68355  0.1197
H -3.95103 1.70839 -2.06250  0.1147
H -2.69927 1.80984 -3.27810  0.1269
H -2.84915 3.10358 -2.07427  0.1067
H 0.67432 2.03811 -2.44604  0.0483
H 1.18531 3.57150 -3.14482  0.1014
H -0.33664 2.86288 -3.63322  0.0987
H 0.09620 5.69438 -2.53488  0.1369
H -1.03219 6.99037 -0.76432  0.1292
H -2.19237 5.83299 1.07896  0.1337
H -2.66656 3.79324 2.30762  0.1016
H -2.09521 2.22302 1.74239  0.0330
H -3.53246 2.94931 1.03370  0.1016

Computed properties:
spin multiplicity	1
charge	+3
orbital gap (alpha / beta)	6.374 / 6.314	eV
E_HOMO (alpha / beta)	-0.609 / -0.609	Eh